# 1
The following is a quantum chemistry calculation of C10F30HfN5O20S10 as an isolated structure at a distorted geometry, from the Open Molecules 2025 dataset.

Each line ends with the Mulliken spin population.
Element x y z (Å)
1 Hf -2.32509 -17.09486 -13.51275  0.019
2 S -3.46232 -13.91601 -13.98026  -0.001
3 S -1.49711 -15.46196 -10.27533  0.001
4 S -5.49546 -15.58711 -14.81440  -0.003
5 S -0.29362 -19.09577 -10.84467  0.001
6 S -0.76922 -15.60286 -16.55218  0.000
7 S 0.22585 -19.52232 -13.35911  0.002
8 S -3.89264 -19.24065 -15.41387  -0.023
9 S -4.82273 -19.92371 -13.18290  -0.041
10 S -3.80733 -16.67962 -10.66942  -0.002
11 S 0.45777 -15.23898 -14.31261  0.000
12 F -4.64443 -14.09296 -10.00451  0.000
13 F -2.05400 -12.75126 -16.16280  0.000
14 F 3.04417 -15.18232 -14.44251  0.000
15 F -5.40780 -20.16292 -10.66819  0.000
16 F -1.44493 -21.62722 -12.93132  0.000
17 F 0.58526 -22.12959 -12.92426  0.000
18 F 2.23317 -15.77187 -16.44064  0.000
19 F 1.70463 -17.38152 -11.44940  0.000
20 F 2.40640 -19.24089 -10.37182  0.000
21 F -4.19595 -13.20525 -16.54934  0.000
22 F 0.44369 -17.95426 -17.11950  0.000
23 F -4.27547 -21.85713 -11.36684  -0.001
24 F -3.28859 -20.08908 -10.98952  -0.001
25 F -2.50134 -13.14207 -10.64139  0.000
26 F 2.44672 -17.16361 -14.78075  0.000
27 F -6.12407 -15.61757 -9.61005  0.000
28 F 1.43422 -17.76190 -9.30533  0.000
29 F -1.59498 -17.67568 -17.96294  0.000
30 F -6.67327 -16.54964 -16.99445  0.000
31 F -4.45479 -16.71635 -17.02741  0.001
32 F -1.97215 -20.81543 -16.73345  0.000
33 F -0.31708 -21.70512 -14.91048  0.000
34 F -5.63750 -15.00313 -11.62902  0.000
35 F 0.13929 -16.78859 -18.88210  0.000
36 F -5.39397 -14.89629 -17.45820  0.000
37 F -3.98047 -21.25115 -17.16247  0.001
38 F -3.54271 -11.57436 -15.32943  0.000
39 F -3.23816 -21.91953 -15.25562  0.002
40 F -0.43114 -13.26273 -11.40109  0.000
41 F -0.86879 -13.01236 -9.23607  0.000
42 O 0.00268 -20.55847 -10.71878  0.000
43 O 0.00763 -19.04535 -14.67211  0.000
44 O 0.45788 -13.80306 -14.49772  0.000
45 O 0.22482 -14.61141 -16.97294  0.000
46 O 0.45060 -15.72272 -12.98358  0.000
47 O -3.63409 -17.50545 -9.45488  0.000
48 O -5.29156 -21.15729 -13.83200  0.212
49 O -2.07693 -15.49381 -8.98044  0.000
50 O -6.19418 -16.61860 -14.05329  0.020
51 O -2.10844 -14.15737 -13.41362  0.001
52 O -0.08193 -15.90263 -10.33854  0.001
53 O -6.12265 -14.26852 -14.65991  0.006
54 O -6.00467 -19.02460 -13.00756  0.712
55 O -2.16772 -15.20715 -16.84345  0.000
56 O -4.41141 -13.23706 -13.07985  0.000
57 O -2.93614 -18.22544 -15.74228  0.003
58 O 1.59190 -19.44976 -12.86523  0.000
59 O -4.29701 -17.37197 -11.89432  0.029
60 O -1.10761 -18.55495 -9.83092  0.000
61 O -5.28172 -19.05585 -15.81404  0.001
62 N -0.77510 -18.60836 -12.54855  0.002
63 N -3.89975 -15.58989 -14.33126  -0.004
64 N -3.51559 -19.14867 -13.73989  0.071
65 N -2.44508 -16.02965 -11.50220  0.000
66 N -0.86762 -16.18329 -15.05486  -0.003
67 C -5.12027 -15.27951 -10.45293  -0.002
68 C -1.26938 -13.54683 -10.44644  0.001
69 C -0.23295 -21.41451 -13.55547  0.000
70 C -4.36001 -20.58794 -11.33947  -0.010
71 C -0.39925 -17.14411 -17.68781  0.000
72 C -3.29049 -12.85106 -15.64802  0.000
73 C -5.49963 -15.98838 -16.70200  0.001
74 C -3.16117 -20.99425 -16.15619  0.003
75 C 2.15825 -15.93848 -15.05256  0.000
76 C 1.50647 -18.28488 -10.48112  0.000

The LUMO energy (alpha / beta) is -2.904 / -6.815 eV. Its spin multiplicity is 2. The total charge is 0. The calculation puts the HOMO-LUMO gap (alpha / beta) at 8.35 / 4.43 eV. The expectation value of S² is 0.76.


# 2
The following is a quantum chemistry calculation of C32H27ClN6O8Rb as an isolated structure at a distorted geometry, from the Open Molecules 2025 dataset.

Each line ends with the Löwdin charge.
Element x y z (Å)
1 Rb -0.89358 0.18069 -0.17152  1.019
2 Cl -1.80144 4.38271 4.69892  0.795
3 O 2.54749 -3.71898 7.15495  0.064
4 O 0.48488 -2.83628 -1.37254  -0.089
5 O -2.17563 3.30762 -0.94775  0.027
6 O -0.11466 2.44887 -0.94960  -0.153
7 O -3.51337 4.70233 0.44079  0.107
8 O 1.31892 -1.95952 7.53235  0.066
9 O -3.55183 5.49170 2.51211  0.042
10 O -3.17485 -0.80237 0.21671  -0.599
11 N 1.99009 -1.58756 1.29711  0.155
12 N -0.09776 3.08018 3.02748  -0.054
13 N -0.17457 -0.84315 2.71608  0.116
14 N 1.87915 -2.75917 6.78771  -0.319
15 N -1.01316 -0.12959 -3.05778  0.061
16 N 0.02443 2.71390 1.73391  0.143
17 C 1.91624 -1.96508 2.58446  -0.144
18 C 2.82970 -3.00446 4.60085  0.062
19 C -1.26261 -0.41736 4.79138  -0.013
20 C -2.19991 0.43500 -3.25299  -0.115
21 C 0.81886 -2.71247 -3.78470  -0.172
22 C -1.97578 0.29920 -5.61824  -0.073
23 C 3.04153 1.69872 5.46578  -0.095
24 C -2.72316 0.67450 -4.51525  -0.048
25 C 1.10887 3.11725 5.19376  -0.040
26 C -1.15685 -0.30123 3.39760  -0.103
27 C 4.01031 -3.15296 2.42632  -0.012
28 C -0.29447 -0.49045 -4.11525  -0.297
29 C 2.15511 2.63558 5.96776  -0.087
30 C 1.00496 -1.19274 -3.83630  -0.138
31 C -2.99612 -2.13566 0.03409  -0.479
32 C 0.78143 -1.50886 3.37403  -0.158
33 C -1.22476 3.83295 3.19021  -0.558
34 C -0.31872 -1.13675 5.47571  0.010
35 C -0.97210 3.26637 1.07935  -0.138
36 C -0.06783 -3.16440 -2.63133  -0.263
37 C -3.04437 4.79410 1.66264  -0.527
38 C 4.07000 -2.77830 1.11091  -0.045
39 C 0.92787 2.63131 3.90427  -0.168
40 C 1.81373 -2.49826 5.33467  -0.074
41 C 0.75155 -1.71281 4.76628  -0.072
42 C 2.87704 1.25339 4.16273  -0.080
43 C -1.07663 2.99968 -0.41874  -0.695
44 C -0.74426 -0.29940 -5.41763  -0.031
45 C -1.80827 4.00526 1.95211  -0.050
46 C 1.82969 1.70789 3.38430  -0.021
47 C 3.03232 -1.97720 0.60229  -0.124
48 C 2.91783 -2.72891 3.20196  -0.139
49 H -2.01617 -2.51961 0.41952  0.029
50 H 2.27646 3.01324 6.97184  0.100
51 H -0.25232 -4.24455 -2.69575  0.119
52 H -1.91016 0.22641 2.82086  0.113
53 H -3.75974 -2.76831 0.52811  0.039
54 H 4.78997 -3.75030 2.87979  0.117
55 H 1.73259 -0.93304 -4.60898  0.112
56 H 3.85431 1.33075 6.07555  0.097
57 H -2.76380 0.69221 -2.36300  0.102
58 H 1.31439 -3.31988 -1.27194  0.074
59 H 0.38046 -3.05984 -4.72384  0.113
60 H -0.38252 -1.24441 6.54836  0.102
61 H 1.38906 -0.83902 -2.87579  0.113
62 H 0.45824 3.87157 5.60269  0.053
63 H 3.56829 0.53577 3.74121  0.103
64 H -3.68905 1.14536 -4.61900  0.105
65 H -2.34578 0.46980 -6.62135  0.101
66 H -2.08792 0.04505 5.31057  0.112
67 H 3.06934 -1.63404 -0.42485  0.111
68 H -3.00996 -2.45305 -1.03346  0.037
69 H 1.70119 1.36425 2.36852  0.104
70 H -1.03373 -2.65910 -2.66070  0.106
71 H 4.89349 -3.07141 0.47520  0.102
72 H 3.59731 -3.59228 5.08535  0.127
73 H -0.13148 -0.60828 -6.25453  0.108
74 H -2.93670 4.08745 -0.16011  -0.002
75 H 1.79523 -3.20112 -3.69561  0.108

The LUMO energy is 0.663 eV. The total charge is -1. The calculation puts the HOMO-LUMO gap at 4.28 eV. For the energy relative to the best compared isomer or geometry (same formula, charge and spin), the calculation gives 47.48 kcal/mol.


# 3
The following is a quantum chemistry calculation of the molecule C5H7NO2, from the Open Molecules 2025 dataset.

Each line ends with the Löwdin charge.
Element x y z (Å)
1 O 1.40430 -0.91034 -1.63819  0.022
2 O -2.49991 0.41195 -0.73962  0.113
3 N 0.02735 2.04684 0.34161  0.101
4 C -1.76842 -0.18483 -0.04234  -0.072
5 C 0.50263 0.74810 0.43647  -0.176
6 C -0.30997 -0.40814 0.09731  -0.423
7 C 0.58290 -0.10555 -1.23141  -0.279
8 C 0.08829 -1.71805 0.75756  -0.028
9 H -0.22492 -1.73064 1.80108  0.089
10 H 0.72985 2.76992 0.28776  0.102
11 H -0.74663 2.21343 -0.28499  0.087
12 H 1.16788 -1.83850 0.69707  0.087
13 H -0.36919 -2.55731 0.23548  0.094
14 H 0.10359 0.65971 -1.86232  0.135
15 H 1.31226 0.60341 1.14452  0.148

The LUMO energy (alpha / beta) is -0.426 / 0.074 eV. The total charge is 0. The calculation puts the HOMO-LUMO gap (alpha / beta) at 7.34 / 7.63 eV. For the energy relative to the best compared isomer or geometry (same formula, charge and spin), the calculation gives 87.11 kcal/mol.


# 4
The following is a quantum chemistry calculation of C9H27CeClIOP2 as an isolated structure at a distorted geometry, from the Open Molecules 2025 dataset.

Each line ends with the Mulliken spin population.
Element x y z (Å)
1 Ce 0.09139 -0.06343 -0.82787  1.001
2 I -2.64642 0.49081 -1.80085  0.001
3 Cl 2.41199 -0.12360 -1.99948  -0.006
4 P 0.25279 2.81077 -0.54151  -0.001
5 P 0.19114 -2.92154 -0.22654  -0.003
6 O -0.16054 0.00547 1.64442  -0.005
7 C -0.86272 0.08685 4.00072  0.000
8 C 1.06057 -3.81597 -1.56302  0.000
9 C -1.21975 -4.03088 0.10651  0.000
10 C -1.26428 0.35637 2.57386  0.003
11 C 1.32205 3.53456 0.73102  0.000
12 C 1.03714 3.42238 -2.08934  0.000
13 C -1.23986 3.85307 -0.45184  0.000
14 C 1.27720 -3.27952 1.19629  0.000
15 C -0.71656 -0.05141 -3.44664  0.005
16 H -0.87740 -5.07564 0.15570  0.000
17 H -1.67119 0.32575 4.69223  0.000
18 H -2.11983 -0.22112 2.21358  -0.001
19 H 1.51201 -4.35279 1.23255  0.000
20 H -1.47744 1.40704 2.36151  0.000
21 H 2.21443 -2.71222 1.09560  0.000
22 H 0.84751 3.46536 1.71790  0.000
23 H -0.93530 -1.05702 -3.83427  0.000
24 H -1.72403 3.73282 0.52442  0.000
25 H 0.36670 0.01294 -3.13979  0.003
26 H 1.29767 -4.83746 -1.22871  0.000
27 H -0.89887 0.70854 -4.20891  0.000
28 H 0.78901 -2.98420 2.13659  0.000
29 H 0.60227 -0.27902 2.17512  0.001
30 H 1.52542 4.58688 0.49259  0.000
31 H -1.95495 3.54357 -1.22300  0.000
32 H 0.40526 -3.84584 -2.44808  0.000
33 H -0.61631 -0.97239 4.14970  0.000
34 H -1.70091 -3.75271 1.05572  0.000
35 H -0.96875 4.90674 -0.59399  0.000
36 H -1.95410 -3.91869 -0.70472  0.000
37 H 0.35426 3.25759 -2.93693  0.000
38 H 1.98199 -3.26885 -1.81852  0.000
39 H -0.01667 0.72119 4.30449  0.000
40 H 1.96537 2.86036 -2.27585  0.000
41 H 1.25105 4.49566 -1.97338  0.000
42 H 2.26863 2.97962 0.77273  0.000

The LUMO energy (alpha / beta) is -8.933 / -8.947 eV. Its spin multiplicity is 2. The total charge is +2. The calculation puts the HOMO-LUMO gap (alpha / beta) at 6.54 / 6.58 eV. The expectation value of S² is 0.75. For the energy relative to the best compared isomer or geometry (same formula, charge and spin), the calculation gives 0.00 kcal/mol.